No. 1
# C5H14

2 unconnected molecules or ions with the total composition C5H14 in a non-equilibrium geometry (wB97M-V/def2-TZVPD, OMol25).

Last column: Mulliken charge in e.
Positions of all 19 atoms, in Å:
1 C 2.00660 -0.58961 -1.62966  -1.208
2 C 0.88782 -0.92987 -0.68391  -0.013
3 C 1.18076 -1.01078 0.82262  -1.073
4 H 2.93686 -1.16992 -1.39205  0.281
5 H 1.83655 -0.95298 -2.64414  0.338
6 H 2.26333 0.47453 -1.71933  0.301
7 H 0.55596 -1.99199 -0.87991  0.206
8 H -0.00440 -0.40884 -1.07967  0.246
9 H 2.04120 -1.66905 0.89201  0.368
10 H 0.26250 -1.34576 1.29926  0.279
11 H 1.34273 -0.05116 1.33213  0.292
12 C -2.09665 0.45764 0.82444  -0.757
13 C -1.71981 1.94041 0.52980  -0.743
14 H -1.88738 0.32928 1.87963  0.198
15 H -3.19267 0.41209 0.76129  0.342
16 H -1.65982 -0.30185 0.20849  0.202
17 H -0.78047 1.83580 -0.04902  0.177
18 H -1.38141 2.52026 1.39620  0.270
19 H -2.59170 2.45181 0.13181  0.294

Calculated values
charge = 0
SMILES = CCC.CC
energy above the lowest of the compared OMol25 structures with the same formula, charge and spin = 20.1 kcal/mol

No. 2
# C18H30AsBrN3O4RuS2Se2

A molecular structure, C18H30AsBrN3O4RuS2Se2 (wB97M-V/def2-TZVPD, OMol25).

Last column: Mulliken charge in e.
Positions of all 62 atoms, in Å:
1 Ru 0.17761 -0.45108 -0.25828  0.519
2 O 2.34690 -1.24246 -2.37812  -0.233
3 C 3.24530 -2.30891 -2.12737  -1.364
4 C 3.33911 -2.62968 -0.63047  2.110
5 C 4.55852 -3.58760 -0.50991  -1.405
6 O 4.74064 -4.09496 0.79278  -0.525
7 C 3.63986 -1.40084 0.22252  -1.555
8 Se 2.30511 -0.01372 0.52341  -0.004
9 C 2.15503 -3.41225 -0.06806  -1.471
10 Se 0.34891 -2.75361 -0.36413  0.090
11 H 2.26689 -1.10324 -3.33078  0.241
12 H 4.24929 -2.04085 -2.47842  0.472
13 H 2.93836 -3.21626 -2.66166  0.439
14 H 5.45994 -3.08745 -0.87659  0.503
15 H 4.37587 -4.45296 -1.15212  0.474
16 H 5.36001 -3.54261 1.27805  0.345
17 H 4.45971 -0.82532 -0.21978  0.518
18 H 3.95930 -1.70612 1.22213  0.575
19 H 2.25506 -3.52153 1.01288  0.475
20 H 2.13513 -4.42389 -0.47909  0.584
21 Br -3.11447 2.81865 -4.70665  -0.129
22 C -1.68492 2.25582 -3.62400  0.035
23 C -0.72964 1.38541 -4.15940  -0.333
24 N 0.30891 0.94512 -3.46654  -0.326
25 C 0.39662 1.35166 -2.19902  -0.385
26 C -0.52471 2.17842 -1.57083  0.628
27 C -1.58522 2.67848 -2.31410  -0.590
28 C -0.39312 2.45612 -0.10428  0.425
29 O -0.55499 3.56167 0.36208  -0.669
30 O -0.03972 1.39618 0.57977  -0.680
31 H -0.81315 1.05457 -5.18725  0.426
32 H 1.34163 1.09087 -1.69571  0.502
33 H -2.31431 3.33115 -1.85223  0.569
34 C -4.20016 0.17093 3.73648  -0.696
35 N -3.11870 1.11183 3.60763  0.114
36 C -2.33970 1.52592 4.76315  -0.607
37 C -1.38999 2.56537 4.15694  -0.538
38 N -2.09644 2.93537 2.94330  -0.153
39 C -3.00966 2.00693 2.59597  0.171
40 S -3.84409 1.97589 1.15199  -0.345
41 H -3.88077 -0.65377 4.37431  0.315
42 H -4.46102 -0.20042 2.74644  0.008
43 H -5.09307 0.62806 4.17492  0.291
44 H -1.81201 0.67421 5.19450  0.370
45 H -2.98571 1.95888 5.53445  0.320
46 H -0.41081 2.13479 3.92699  0.217
47 H -1.25084 3.42711 4.80744  0.342
48 H -1.63955 3.45636 2.19387  0.309
49 C -3.01140 -3.43286 1.00146  -0.905
50 As -3.18434 -2.40320 -0.61009  0.602
51 C -2.80806 -3.54103 -2.11288  -0.965
52 C -5.03086 -1.91232 -0.74146  -0.975
53 S -2.16397 -0.51235 -0.59919  -0.354
54 H -3.79130 -4.19431 0.99416  0.425
55 H -3.14556 -2.76707 1.85283  0.269
56 H -2.03023 -3.90144 1.04483  0.347
57 H -3.53168 -4.35496 -2.12467  0.413
58 H -1.79960 -3.94086 -2.03344  0.318
59 H -2.89920 -2.94552 -3.01973  0.355
60 H -5.64476 -2.81076 -0.67963  0.428
61 H -5.19373 -1.40971 -1.69410  0.371
62 H -5.26866 -1.22537 0.07021  0.290

Calculated values
charge = +1
energy above the lowest of the compared OMol25 structures with the same formula, charge and spin = 2.8 kcal/mol

No. 3
# C4H7N5O2

A single C4H7N5O2 molecule in a non-equilibrium geometry (wB97M-V/def2-TZVPD, OMol25).

Last column: Mulliken charge in e.
Positions of all 18 atoms, in Å:
1 N 1.11539 2.01117 0.25025  -0.549
2 C 1.51538 0.72283 -0.16623  0.520
3 N 2.32941 0.48616 -1.23125  -0.481
4 N 2.37800 -0.87969 -1.21814  -0.358
5 C 1.50978 -1.38072 -0.47519  -0.045
6 N 0.92387 -0.35961 0.31584  0.281
7 N -0.15420 -0.57280 1.18877  -0.723
8 C -1.38024 -0.93142 0.53709  -0.481
9 C -2.07383 0.10621 -0.60528  0.530
10 O -2.76117 -0.29282 -1.50982  -0.506
11 O -1.52738 1.39081 -0.40004  -0.457
12 H 0.07535 2.01187 0.81632  0.298
13 H 1.99560 2.52323 0.92125  0.306
14 H 1.30188 -2.49649 -0.61902  0.348
15 H 0.01513 -1.36633 1.92843  0.305
16 H -2.08557 -1.11226 1.44853  0.342
17 H -1.38341 -1.94779 0.02798  0.308
18 H -1.79398 2.08765 -1.20951  0.361

Calculated values
charge = 0
SMILES = Nc1nncn1NCC(=O)O
energy above the lowest of the compared OMol25 structures with the same formula, charge and spin = 73.0 kcal/mol

No. 4
# C3H4NO4P

A gas-phase ion, C3H4NO4P (charge -2) in a non-equilibrium geometry (wB97M-V/def2-TZVPD, OMol25).

Last column: Mulliken charge in e.
Positions of all 13 atoms, in Å:
1 O 1.32140 -2.93925 -0.82862  -0.846
2 P 0.04782 -2.41266 -0.18855  0.789
3 O 0.09177 -2.51294 1.33120  -0.814
4 O -1.24374 -2.72032 -0.84552  -0.772
5 C 0.09700 -0.56167 -0.41531  0.229
6 N -0.95052 0.12326 -0.66815  -0.501
7 C -0.75588 1.49748 -0.14019  -0.310
8 C 0.64759 1.41686 0.50653  -0.194
9 O 1.11569 0.17319 0.26216  -0.313
10 H -1.66289 1.86667 0.46380  0.204
11 H -0.77534 2.20718 -1.06974  0.151
12 H 1.37986 2.04532 0.00595  0.187
13 H 0.68722 1.81690 1.58644  0.191

Calculated values
charge = -2
SMILES = O=P([O-])([O-])C1=NCCO1
energy above the lowest of the compared OMol25 structures with the same formula, charge and spin = 30.6 kcal/mol

No. 5
# C4H6O

A single C4H6O molecule in a non-equilibrium geometry (wB97M-V/def2-TZVPD, OMol25).

Last column: Mulliken charge in e.
Positions of all 11 atoms, in Å:
1 O 2.55496 0.01496 0.31182  -0.489
2 C 1.55290 -0.39134 -0.24196  -0.140
3 C 0.28570 -0.04981 0.43306  0.005
4 C -0.76670 0.87224 -0.15149  -0.438
5 C -1.10559 -0.56246 0.04655  -0.574
6 H 1.63455 -1.01648 -1.14654  0.359
7 H 0.81437 0.26564 1.35352  0.337
8 H -1.18900 1.57937 0.55799  0.219
9 H -0.63744 1.25930 -1.15634  0.250
10 H -1.84940 -0.84802 0.78758  0.232
11 H -1.18884 -1.14999 -0.87402  0.241

Calculated values
charge = 0
SMILES = O=CC1CC1
energy above the lowest of the compared OMol25 structures with the same formula, charge and spin = 23.3 kcal/mol

No. 6
# C30H82O9P

10 unconnected molecules or ions with the total composition C30H82O9P in a non-equilibrium geometry (wB97M-V/def2-TZVPD, OMol25).

Last column: Mulliken charge in e.
Positions of all 122 atoms, in Å:
1 C 4.79677 -0.88161 2.39110  -0.732
2 C 4.27629 0.54716 1.77762  -0.422
3 C 3.76150 0.49247 0.22262  0.599
4 C 3.48487 -1.01073 -0.36901  -0.542
5 C 2.25315 -1.82515 0.34285  -0.240
6 C 0.75185 -1.40065 -0.17166  0.433
7 C -0.31976 -2.08047 0.87872  0.600
8 C -1.82500 -1.43189 0.83777  -0.399
9 C -2.11064 -0.54031 2.21870  -0.690
10 C -2.92229 0.85714 1.93600  -0.170
11 C -2.04911 2.03077 1.19601  -0.322
12 C -0.45520 2.05960 1.57807  -0.146
13 P 0.41542 3.18303 0.24813  0.049
14 H 5.58749 -0.60708 3.24185  0.344
15 H 3.89230 -1.38023 2.95249  0.105
16 H 5.34450 -1.58203 1.62995  0.183
17 H 3.44381 0.99110 2.48623  0.117
18 H 5.21162 1.28762 1.82810  0.382
19 H 4.55832 1.08684 -0.43848  0.083
20 H 2.75023 1.08904 0.12869  -0.594
21 H 4.44854 -1.68317 -0.37832  0.311
22 H 3.17844 -0.86761 -1.51203  0.072
23 H 2.39667 -2.97081 0.04758  0.226
24 H 2.26511 -1.76490 1.52446  -0.042
25 H 0.72109 -0.21570 -0.16872  -0.357
26 H 0.54737 -1.76401 -1.28153  -0.096
27 H 0.13530 -1.93503 1.96191  -0.069
28 H -0.30496 -3.24637 0.67132  -0.484
29 H -2.01621 -0.81883 -0.14104  0.300
30 H -2.62180 -2.32047 0.82882  0.266
31 H -2.78621 -1.22296 2.89731  0.365
32 H -1.10733 -0.34556 2.83155  0.364
33 H -3.42886 1.22243 2.94645  -0.066
34 H -3.83309 0.58570 1.21898  -0.185
35 H -2.16365 2.05541 0.01747  0.245
36 H -2.49934 3.06831 1.57828  0.342
37 H 0.09080 1.02604 1.52398  0.036
38 H -0.23036 2.52691 2.62718  0.391
39 H -0.11512 4.52370 0.31540  0.219
40 H 1.86339 3.11976 0.46183  0.254
41 H 0.06415 2.56146 -1.03629  0.200
42 C -5.63741 3.00036 5.58847  -1.254
43 C -5.36237 3.47988 4.17831  -0.042
44 O -4.04574 4.00470 4.09256  -0.543
45 H -5.52345 3.82190 6.30331  0.303
46 H -6.65032 2.59672 5.67254  0.367
47 H -4.92292 2.22350 5.87965  0.314
48 H -6.06426 4.27127 3.89928  0.391
49 H -5.46159 2.66120 3.45901  0.176
50 H -3.42971 3.29195 4.33403  0.319
51 C -0.65464 -3.84287 6.05324  -1.264
52 C -0.37961 -3.36335 4.64307  0.417
53 O 0.93702 -2.83853 4.55732  -0.519
54 H -0.54069 -3.02133 6.76807  0.310
55 H -1.66755 -4.24652 6.13731  0.358
56 H 0.05984 -4.61973 6.34442  0.360
57 H -1.08149 -2.57197 4.36405  0.004
58 H -0.47883 -4.18203 3.92378  0.035
59 H 1.55306 -3.55128 4.79880  0.304
60 C 6.19341 1.63650 -4.64141  -1.200
61 C 5.95762 0.96718 -3.30329  0.132
62 O 6.30008 1.85533 -2.24963  -0.522
63 H 7.24151 1.93699 -4.74192  0.287
64 H 5.93830 0.96322 -5.46457  0.352
65 H 5.59127 2.54659 -4.73068  0.343
66 H 6.57739 0.07062 -3.20917  0.206
67 H 4.90908 0.67538 -3.18975  0.091
68 H 5.73844 2.64446 -2.33715  0.302
69 C -7.07578 -0.37771 -1.92651  -1.208
70 C -6.28555 0.06954 -0.71423  0.147
71 O -6.04664 -1.03619 0.14403  -0.537
72 H -8.03097 -0.81802 -1.62213  0.303
73 H -7.27221 0.46417 -2.59632  0.344
74 H -6.53151 -1.14953 -2.48045  0.357
75 H -6.84235 0.82455 -0.15145  0.157
76 H -5.32341 0.49915 -1.00952  0.114
77 H -5.54446 -1.69733 -0.36246  0.303
78 C -1.33510 4.75138 -2.95320  -1.010
79 C -0.05029 4.37974 -3.66404  -0.237
80 O -0.29306 3.32781 -4.58643  -0.518
81 H -1.74514 3.88609 -2.42212  0.295
82 H -1.16415 5.55829 -2.23510  0.278
83 H -2.09584 5.07391 -3.67156  0.440
84 H 0.69974 4.03715 -2.94509  0.144
85 H 0.35915 5.23634 -4.20814  0.323
86 H -0.95406 3.64493 -5.22545  0.317
87 C -0.61095 -2.59640 -5.35079  -1.109
88 C 0.02603 -2.93018 -4.01775  -0.058
89 O 1.16720 -2.11188 -3.80700  -0.457
90 H 0.10330 -2.74692 -6.16693  0.280
91 H -1.48988 -3.22182 -5.53052  0.346
92 H -0.91396 -1.54475 -5.38273  0.315
93 H 0.34725 -3.97575 -3.99802  0.269
94 H -0.67779 -2.76981 -3.19533  0.134
95 H 0.87005 -1.18592 -3.81788  0.265
96 C 10.64317 -1.09948 -1.86689  -1.155
97 C 9.20695 -0.67231 -2.08810  -0.049
98 O 8.61004 -1.47937 -3.09241  -0.540
99 H 11.21751 -1.01335 -2.79512  0.296
100 H 11.11916 -0.48397 -1.09840  0.338
101 H 10.69199 -2.14890 -1.55844  0.332
102 H 9.16392 0.37005 -2.41738  0.275
103 H 8.62285 -0.76786 -1.16768  0.215
104 H 8.64566 -2.40193 -2.78674  0.297
105 C -0.78548 -6.54400 -0.46349  -1.028
106 C -0.32299 -6.38731 0.97028  -0.004
107 O -1.43454 -6.46855 1.85013  -0.528
108 H -1.51313 -5.76711 -0.72013  0.252
109 H 0.05926 -6.47932 -1.15503  0.289
110 H -1.28502 -7.50780 -0.60617  0.407
111 H 0.15582 -5.41423 1.11395  0.002
112 H 0.39507 -7.16824 1.23862  0.334
113 H -1.84773 -7.33941 1.72089  0.303
114 C -6.10752 5.54882 -0.34410  -1.168
115 C -6.42419 4.08556 -0.11447  -0.208
116 O -5.38842 3.47827 0.64361  -0.258
117 H -5.15478 5.65795 -0.87258  0.204
118 H -6.89444 6.03070 -0.93106  0.384
119 H -6.00509 6.07718 0.60939  0.354
120 H -6.50389 3.55673 -1.06882  0.255
121 H -7.36906 3.96843 0.42495  0.322
122 H -5.33134 3.94960 1.49238  0.124

Calculated values
charge = +1
E = -2210.1598 Eh